Record 1
2 unconnected molecules or ions with the total composition C3H13N2. Source: the OMol25 dataset; level of theory: ωB97M-V with the def2-TZVPD basis set.

Last column: Mulliken charge in e.
Atoms and positions in Å:
C  -2.194  -1.080  -0.122  -0.8986
N  -0.830  -1.591  -0.241  -0.6720
H  -2.996  -1.768  -0.373  0.3621
H  -2.161  -0.119  -0.726  0.2797
H  -2.350  -0.614  0.902  0.2825
H  -0.670  -2.314  0.491  0.2385
H  -1.097  -2.051  -1.143  0.2854
H  0.059  -0.184  0.046  0.4049
C  1.134  1.130  -1.172  -0.7998
N  0.625  0.741  0.107  -0.1310
C  1.637  0.734  1.365  -0.7968
H  1.401  0.247  -1.735  0.3099
H  1.986  1.744  -0.962  0.3380
H  0.240  1.634  -1.739  0.3212
H  -0.049  1.436  0.380  0.4118
H  2.034  1.710  1.497  0.3762
H  0.884  0.396  2.190  0.3180
H  2.346  -0.051  1.236  0.3699

Its charge is +1. The calculation puts the energy at -6294.5637 eV. As for the HOMO energy: -14.8347 eV. The HOMO-LUMO gap is 11.76 eV.

=====

Record 2
CH6N2O2S in the gas phase. Source: the OMol25 dataset; level of theory: ωB97M-V with the def2-TZVPD basis set.

Last column: Mulliken charge in e.
Atoms and positions in Å:
C  0.427  -1.482  -0.164  -0.8061
N  0.351  -0.033  2.034  -0.6744
N  0.028  1.509  -1.481  -0.4145
O  -1.664  0.131  0.439  -0.6255
O  0.586  1.256  -0.219  -0.2013
S  -0.127  0.029  0.626  0.9253
H  -0.210  -2.197  0.215  0.3567
H  0.196  -1.362  -1.122  0.3335
H  1.543  -1.773  -0.084  0.2903
H  -0.098  0.634  2.740  0.2690
H  -0.358  2.488  -1.481  0.2684
H  -0.673  0.800  -1.500  0.2784

The calculation puts the energy at -19040.4992 eV. As for the HOMO energy: -9.8842 eV. The HOMO-LUMO gap is 10.73 eV. The SMILES is C[S@](=N)(=O)ON.

=====

Record 3
A molecular structure, C52H50GeN6OsP. Source: the OMol25 dataset; level of theory: ωB97M-V with the def2-TZVPD basis set.

Last column: Mulliken charge in e.
Atoms and positions in Å:
Os  -0.158  0.125  0.364  1.1027
C  3.147  0.091  -4.026  -0.9696
N  2.749  0.095  -2.616  0.3463
C  1.492  0.104  -2.130  -0.2308
N  1.540  0.047  -0.792  -0.0487
C  2.861  -0.010  -0.416  -0.8418
C  3.623  0.033  -1.562  0.5090
C  5.087  0.009  -1.713  -0.0840
C  5.748  1.081  -2.309  -0.1376
C  7.128  1.058  -2.435  -0.8387
C  7.848  -0.033  -1.967  -0.4136
C  7.192  -1.099  -1.367  -0.8937
C  5.813  -1.081  -1.236  -0.1304
C  3.384  -0.158  0.956  1.2128
C  4.266  0.794  1.462  -0.6851
C  4.949  0.548  2.644  -1.0863
C  4.758  -0.649  3.323  -0.6431
C  3.865  -1.594  2.832  -0.7593
C  3.179  -1.351  1.651  0.1530
P  -0.026  0.040  -3.109  -0.3072
C  -0.814  1.441  -2.250  -0.3351
N  -0.793  1.590  -0.923  0.1761
C  -1.477  2.731  -0.609  -0.0096
C  -1.930  3.300  -1.795  0.5185
N  -1.500  2.468  -2.799  0.2566
C  -1.654  2.695  -4.241  -1.0882
C  -2.682  4.535  -1.985  0.1321
C  -2.281  5.687  -1.297  -0.1348
C  -2.988  6.866  -1.454  -0.8461
C  -4.102  6.902  -2.284  -0.4659
C  -4.511  5.759  -2.963  -0.7834
C  -3.802  4.580  -2.823  -0.4755
C  -1.628  3.178  0.765  0.3949
C  -0.518  3.153  1.621  -0.4246
C  -0.634  3.644  2.913  -0.9955
C  -1.853  4.132  3.360  -0.6418
C  -2.966  4.132  2.522  -0.8307
C  -2.854  3.674  1.224  -0.4291
C  -0.848  -1.273  -2.148  -0.3249
N  -1.010  -1.299  -0.816  -0.1871
C  -1.641  -2.475  -0.477  -0.7843
C  -1.858  -3.178  -1.639  0.8016
N  -1.366  -2.406  -2.663  0.3371
C  -1.443  -2.739  -4.089  -1.0423
C  -2.504  -4.487  -1.816  0.0433
C  -1.841  -5.522  -2.474  -0.2249
C  -2.454  -6.758  -2.610  -0.7954
C  -3.725  -6.962  -2.088  -0.4610
C  -4.384  -5.935  -1.426  -0.8629
C  -3.776  -4.698  -1.287  -0.2419
C  -2.038  -2.811  0.902  0.6518
C  -1.428  -3.866  1.575  -0.3072
C  -1.849  -4.206  2.854  -1.0902
C  -2.873  -3.493  3.462  -0.4731
C  -3.482  -2.437  2.794  -0.8221
C  -3.071  -2.101  1.512  -0.0419
H  2.319  -0.262  -4.635  0.4522
H  3.997  -0.576  -4.143  0.3534
H  3.433  1.091  -4.341  0.3612
H  5.188  1.943  -2.656  0.4777
H  7.642  1.891  -2.894  0.4317
H  8.925  -0.050  -2.067  0.4456
H  7.757  -1.947  -1.004  0.4525
H  5.297  -1.910  -0.766  0.4773
H  4.450  1.706  0.908  0.6139
H  5.647  1.281  3.026  0.4827
H  5.312  -0.851  4.229  0.4670
H  3.732  -2.534  3.352  0.5367
H  2.531  -2.115  1.231  0.5391
H  -1.825  3.754  -4.407  0.4932
H  -2.498  2.128  -4.628  0.3302
H  -0.742  2.395  -4.750  0.4167
H  -1.401  5.663  -0.667  0.5340
H  -2.667  7.760  -0.938  0.4520
H  -4.654  7.825  -2.404  0.4367
H  -5.386  5.790  -3.598  0.4294
H  -4.143  3.688  -3.332  0.4782
H  0.457  2.848  1.235  0.8827
H  0.230  3.693  3.559  0.5515
H  -1.936  4.532  4.363  0.5339
H  -3.915  4.503  2.885  0.4903
H  -3.710  3.682  0.563  0.5960
H  -2.230  -3.474  -4.225  0.4540
H  -0.499  -3.157  -4.434  0.3341
H  -1.684  -1.845  -4.659  0.4140
H  -0.841  -5.372  -2.863  0.4574
H  -1.939  -7.562  -3.116  0.4379
H  -4.201  -7.927  -2.197  0.4463
H  -5.374  -6.098  -1.023  0.4521
H  -4.289  -3.894  -0.774  0.4908
H  -0.652  -4.442  1.084  0.6013
H  -1.389  -5.040  3.368  0.4837
H  -3.212  -3.772  4.451  0.4962
H  -4.301  -1.902  3.257  0.5489
H  -3.574  -1.307  0.970  0.6107
C  0.617  -1.881  4.521  -0.9299
Ge  0.200  -0.004  4.252  0.5604
C  -1.441  0.511  5.149  -0.9859
C  1.701  1.197  4.467  -0.2332
C  -0.284  -0.037  2.241  -0.0782
H  0.998  -2.012  5.535  0.5125
H  1.375  -2.230  3.821  0.1806
H  -0.285  -2.481  4.412  0.2257
H  -1.344  0.259  6.206  0.4519
H  -2.293  -0.040  4.750  0.3212
H  -1.633  1.578  5.066  0.2762
H  1.943  1.285  5.527  0.4664
H  1.475  2.189  4.085  0.0967
H  2.572  0.807  3.947  -0.1404
H  -1.417  -0.034  2.019  0.2397
H  0.094  -1.106  1.940  -0.3531

Its charge is +3. The calculation puts the energy at -131924.9289 eV. As for the HOMO energy: -15.1881 eV. The HOMO-LUMO gap is 5.05 eV.

=====

Record 4
C19H28N2O5S in the gas phase. Source: the OMol25 dataset; level of theory: ωB97M-V with the def2-TZVPD basis set.

Last column: Mulliken charge in e.
Atoms and positions in Å:
C  -6.110  -0.687  -0.025  -1.4755
H  -5.700  -1.646  0.276  0.3418
H  -6.053  -0.614  -1.108  0.3301
H  -7.149  -0.626  0.285  0.4209
C  -5.301  0.442  0.606  0.5749
C  -5.830  1.809  0.165  -1.4066
H  -6.887  1.889  0.405  0.4349
H  -5.700  1.923  -0.908  0.3139
H  -5.300  2.614  0.670  0.3585
O  -3.954  0.234  0.220  -0.2852
C  -2.996  0.996  0.914  -1.0357
C  -1.627  0.353  0.713  0.7657
H  -0.857  1.009  1.125  0.1595
H  -1.452  0.240  -0.358  -0.1639
C  -1.547  -1.020  1.384  -1.0383
N  -0.221  -1.579  1.261  0.0303
C  0.051  -2.651  0.504  0.5821
O  -0.782  -3.358  -0.027  -0.7053
C  1.552  -2.935  0.369  -1.0152
N  2.265  -1.775  -0.150  0.2888
C  3.469  -1.449  0.411  0.6897
O  3.915  -2.051  1.363  -0.6605
C  4.267  -0.370  -0.308  -1.2226
C  4.056  1.014  0.299  1.3577
C  4.489  2.122  -0.641  -1.7154
H  4.214  3.085  -0.218  0.3896
H  5.566  2.096  -0.796  0.4468
H  3.993  2.022  -1.605  0.3951
C  4.651  1.149  1.686  -1.7176
H  4.299  2.070  2.147  0.4133
H  5.739  1.170  1.639  0.4465
H  4.342  0.312  2.308  0.3801
S  2.231  1.175  0.495  1.7766
O  1.847  2.560  0.495  -0.8363
O  1.806  0.395  1.636  -0.8580
C  1.541  0.394  -0.973  0.7989
C  0.879  1.175  -1.900  -0.6577
C  0.248  0.579  -2.977  -0.8439
C  0.278  -0.802  -3.106  -0.6959
C  0.948  -1.585  -2.184  -0.7721
C  1.605  -0.992  -1.106  -0.2806
H  0.955  -2.658  -2.291  0.4595
H  -0.229  -1.277  -3.931  0.4316
H  -0.278  1.183  -3.700  0.4735
H  0.850  2.241  -1.736  0.5369
H  4.010  -0.359  -1.369  0.3391
H  5.321  -0.643  -0.205  0.5650
H  1.984  -3.166  1.346  0.5247
H  1.688  -3.800  -0.288  0.3297
H  0.538  -0.998  1.605  0.3232
H  -1.796  -0.928  2.446  0.2731
H  -2.245  -1.710  0.907  0.4196
H  -3.243  1.028  1.987  0.3849
H  -2.972  2.029  0.537  0.3351
H  -5.371  0.372  1.707  0.2944

The calculation puts the energy at -44211.2819 eV. As for the HOMO energy: -9.2305 eV. The HOMO-LUMO gap is 9.52 eV. The SMILES is CC(C)OCCCNC(=O)CN1C(=O)CC(C)(C)S(=O)(=O)c2ccccc21.

=====

Record 5
A molecular structure, C13H24BCaF5NO7PS. Source: the OMol25 dataset; level of theory: ωB97M-V with the def2-TZVPD basis set.

Last column: Mulliken charge in e.
Atoms and positions in Å:
C  3.738  1.698  4.065  -0.9091
C  3.241  2.027  2.528  0.0735
O  4.099  1.370  1.516  -0.4569
B  3.742  -0.048  1.331  0.4379
O  4.770  -1.050  1.787  -0.5061
C  2.341  -0.659  0.737  -0.0041
O  2.668  -2.048  0.271  -0.2317
S  1.425  -2.671  -0.714  1.2384
O  1.723  -2.600  -2.237  -0.6350
O  1.261  -4.171  -0.330  -0.6165
C  -0.254  -1.814  -0.450  0.5288
C  -1.218  -2.121  -1.739  -0.9642
C  -2.804  -1.765  -1.526  -0.3151
C  -3.261  -0.279  -2.045  -0.6470
C  -4.234  0.414  -0.890  0.7075
F  -5.484  -0.399  -0.654  -0.1657
F  -3.573  0.525  0.439  -0.2056
C  -4.719  1.949  -1.288  0.4179
F  -6.080  2.112  -0.655  -0.3224
F  -3.833  2.945  -0.583  -0.1547
F  -4.722  2.208  -2.749  -0.1703
P  -0.924  -2.536  1.218  0.1612
N  -1.864  -4.003  0.695  -0.5953
O  -1.945  -1.397  2.049  -0.4668
C  0.009  -0.197  -0.412  -0.3678
C  1.630  0.215  -0.449  -0.2118
O  1.660  1.676  -0.261  -0.3284
C  2.322  2.221  -1.481  -0.0818
C  2.549  3.849  -1.433  -0.9461
H  3.341  2.483  4.869  0.3417
H  4.926  1.633  4.158  0.2545
H  3.235  0.656  4.356  0.1810
H  3.233  3.191  2.273  0.2597
H  2.114  1.674  2.367  0.0558
H  4.435  -1.350  2.705  0.3255
H  1.607  -0.790  1.668  -0.0446
H  -1.012  -3.227  -2.088  0.4699
H  -0.839  -1.430  -2.636  0.4213
H  -3.410  -2.548  -2.194  0.3230
H  -3.204  -1.894  -0.434  0.1400
H  -2.388  0.418  -2.395  0.4421
H  -3.971  -0.424  -2.994  0.4076
H  -2.786  -4.044  1.200  0.2499
H  -1.306  -4.796  1.129  0.3231
H  -2.874  -1.754  2.206  0.2552
H  -0.533  0.416  -1.248  -0.2961
H  -0.386  0.186  0.642  0.1607
H  2.083  0.018  -1.536  0.4687
H  3.406  1.748  -1.646  0.2662
H  1.711  1.954  -2.471  0.2731
H  2.886  4.173  -2.522  0.3354
H  1.531  4.328  -1.093  0.2603
H  3.418  4.045  -0.639  0.2191
Ca  -7.480  -0.119  -0.414  1.6441

Its charge is +2. The calculation puts the energy at -82493.6887 eV. As for the HOMO energy: -12.7981 eV. The HOMO-LUMO gap is 2.51 eV.

=====

Record 6
A molecular structure, C16H24N2ReSi. Source: the OMol25 dataset; level of theory: ωB97M-V with the def2-TZVPD basis set.

Last column: Mulliken charge in e.
Atoms and positions in Å:
C  -0.960  1.471  -2.859  -0.1945
C  0.349  1.505  -3.415  -0.4588
C  1.036  2.564  -2.711  -0.7030
C  0.141  3.153  -1.767  -0.4641
C  -1.125  2.450  -1.870  -0.4957
Re  0.272  1.011  -1.378  0.3082
N  -1.574  -2.340  -1.509  0.0106
C  -1.757  -3.512  -2.058  -0.7463
C  -0.397  -1.602  -2.005  -0.9386
H  2.063  2.849  -2.866  0.4755
H  0.684  1.001  -4.275  0.4921
H  0.358  3.944  -1.084  0.4789
H  -2.020  2.674  -1.356  0.5416
H  -1.762  0.828  -3.233  0.3892
H  -0.378  -1.706  -3.118  0.3548
H  -2.090  -3.432  -3.126  0.3543
H  -2.319  -2.017  -0.820  0.1810
H  0.478  -2.216  -1.664  0.3122
H  -1.122  -4.417  -1.740  0.2686
C  3.007  -0.112  -0.491  -1.1421
Si  1.849  0.142  0.946  0.2345
C  2.307  -1.032  2.320  -1.1133
C  2.129  1.901  1.528  -0.9570
N  0.154  -0.135  0.422  0.3530
C  -0.871  -0.325  1.371  -0.5575
C  -1.142  -1.574  2.027  0.0024
C  -2.175  -1.697  2.978  -0.5646
C  -2.973  -0.592  3.304  -0.3984
C  -2.726  0.624  2.667  -0.7023
C  -1.699  0.753  1.732  -0.0244
H  4.018  -0.042  -0.063  0.3682
H  2.942  0.640  -1.293  0.3730
H  2.905  -1.108  -0.933  0.3060
H  3.331  -0.845  2.684  0.3631
H  1.640  -0.948  3.188  0.3589
H  2.270  -2.078  1.989  0.2878
H  1.954  2.666  0.760  0.2246
H  1.499  2.153  2.389  0.2997
H  3.177  2.003  1.844  0.3684
H  -0.525  -2.455  1.795  0.3748
H  -2.353  -2.665  3.480  0.3428
H  -3.765  -0.679  4.046  0.3693
H  -3.336  1.487  2.914  0.3717
H  -1.494  1.711  1.254  0.2953

Its expectation value of S² is 3.772. The calculation puts the energy at -29962.7138 eV. As for the HOMO energy (alpha / beta): -6.5673 / -7.2950 eV. The HOMO-LUMO gap (alpha / beta) is 6.74 / 6.37 eV. The spin multiplicity is 4.